one:
Computed, not measured: a cluster of 2 separate species, C9H14 in total, with ωB97M-V with the def2-TZVPD basis set.

Properties
- highest occupied orbital energy (eV) = -9.034
- frontier orbital gap (eV) = 10.03
- lowest unoccupied orbital energy (eV) = 0.99
- 2S+1 = 1
- SMILES = Cc1ccccc1.CC

Cartesian coordinates (Å):
C -0.831 -0.077 -1.105
C -1.209 2.267 -0.801
C -0.643 1.223 -1.539
C -2.090 0.692 0.756
C -1.475 -0.358 0.105
C 2.659 -1.700 1.622
C 1.300 -2.353 2.031
C 0.035 1.510 -2.850
C -1.983 2.008 0.315
H 2.890 -2.031 0.621
H 0.944 0.932 -2.934
H 1.492 -2.980 2.905
H 2.581 -0.613 1.601
H 3.408 -1.969 2.361
H -0.496 -0.866 -1.762
H 0.900 -2.947 1.226
H 0.535 -1.660 2.356
H -1.474 -1.383 0.436
H 0.348 2.537 -2.998
H -0.635 1.270 -3.677
H -1.057 3.281 -1.154
H -2.600 0.478 1.684
H -2.600 2.740 0.800

Mulliken atomic charges, in units of e: number 1, C, carries -0.349; number 2, C, carries -0.328; number 3, C, carries 0.778; number 4, C, carries -0.418; number 5, C, carries -0.591; number 6, C, carries -0.802; number 7, C, carries -0.752; number 8, C, carries -1.404; number 9, C, carries -0.578; number 10, H, carries 0.235; number 11, H, carries 0.354; number 12, H, carries 0.334; number 13, H, carries 0.245; number 14, H, carries 0.307; number 15, H, carries 0.371; number 16, H, carries 0.227; number 17, H, carries 0.211; number 18, H, carries 0.457; number 19, H, carries 0.373; number 20, H, carries 0.293; number 21, H, carries 0.311; number 22, H, carries 0.340; number 23, H, carries 0.386

two:
Computed, not measured: a cluster of 2 separate species, C9H14 in total, with ωB97M-V with the def2-TZVPD basis set.

Properties
- highest occupied orbital energy (eV) = -8.726
- frontier orbital gap (eV) = 9.74
- lowest unoccupied orbital energy (eV) = 1.01
- 2S+1 = 1
- SMILES = Cc1ccccc1.CC

Cartesian coordinates (Å):
C -0.032 1.048 0.292
C -2.041 -0.672 2.299
C -1.663 -1.825 1.491
C 0.687 -0.060 -2.384
C 1.623 0.218 -1.297
C -0.982 0.589 -0.609
C 1.266 0.642 -0.048
C -0.656 0.021 -1.954
C 2.395 0.654 0.831
H -2.897 -0.922 3.121
H -0.673 -1.669 0.971
H -1.524 -0.182 -2.548
H 2.166 0.066 1.762
H 2.784 0.150 -1.504
H -1.428 -2.763 1.988
H -0.502 1.507 1.236
H 3.268 0.281 0.466
H -2.799 0.049 1.884
H -2.386 -2.204 0.816
H 2.545 1.633 1.252
H -1.165 -0.131 2.635
H 1.103 -0.398 -3.363
H -2.076 0.885 -0.437

Mulliken atomic charges, in units of e: number 1, C, carries -0.567; number 2, C, carries -0.702; number 3, C, carries -0.747; number 4, C, carries -0.603; number 5, C, carries -0.269; number 6, C, carries -0.329; number 7, C, carries 1.226; number 8, C, carries -0.541; number 9, C, carries -1.527; number 10, H, carries 0.284; number 11, H, carries 0.124; number 12, H, carries 0.411; number 13, H, carries 0.258; number 14, H, carries 0.116; number 15, H, carries 0.351; number 16, H, carries 0.400; number 17, H, carries 0.455; number 18, H, carries 0.217; number 19, H, carries 0.313; number 20, H, carries 0.328; number 21, H, carries 0.184; number 22, H, carries 0.340; number 23, H, carries 0.277

three:
Computed, not measured: a cluster of 2 separate species, C9H14 in total, with ωB97M-V with the def2-TZVPD basis set.

Properties
- highest occupied orbital energy (eV) = -8.818
- frontier orbital gap (eV) = 9.81
- lowest unoccupied orbital energy (eV) = 0.99
- 2S+1 = 1
- SMILES = Cc1ccccc1.CC

Cartesian coordinates (Å):
C 1.500 -0.203 1.148
C -1.822 -1.992 -1.460
C 2.798 0.344 0.801
C 0.659 2.143 1.619
C 0.430 0.797 1.489
C 1.941 2.532 1.225
C -2.213 -1.771 -2.908
C 2.973 1.760 0.780
C -0.939 0.307 1.352
H 1.306 -1.258 1.195
H -1.637 0.669 1.963
H -0.124 2.905 1.703
H -1.708 -2.427 -3.760
H -0.978 -2.618 -1.468
H -1.191 -0.776 1.373
H -2.238 -0.614 -3.113
H -3.213 -2.177 -3.226
H -2.435 -2.576 -0.834
H 3.602 -0.340 0.687
H -1.666 -1.068 -0.882
H -1.187 0.493 0.275
H 3.958 2.211 0.627
H 2.182 3.659 1.413

Mulliken atomic charges, in units of e: number 1, C, carries -0.755; number 2, C, carries -0.306; number 3, C, carries -0.250; number 4, C, carries -0.698; number 5, C, carries 1.076; number 6, C, carries 0.024; number 7, C, carries -0.871; number 8, C, carries -0.633; number 9, C, carries -1.492; number 10, H, carries 0.379; number 11, H, carries 0.539; number 12, H, carries 0.315; number 13, H, carries 0.249; number 14, H, carries 0.341; number 15, H, carries 0.393; number 16, H, carries 0.249; number 17, H, carries 0.244; number 18, H, carries 0.437; number 19, H, carries 0.381; number 20, H, carries -0.337; number 21, H, carries 0.193; number 22, H, carries 0.333; number 23, H, carries 0.188

four:
Computed, not measured: a cluster of 2 separate species, C9H14 in total, with ωB97M-V with the def2-TZVPD basis set.

Properties
- highest occupied orbital energy (eV) = -9.186
- frontier orbital gap (eV) = 10.17
- lowest unoccupied orbital energy (eV) = 0.98
- 2S+1 = 1
- SMILES = Cc1ccccc1.CC

Cartesian coordinates (Å):
C 2.206 0.821 1.064
C 0.523 1.611 2.773
C -3.431 -1.370 -1.660
C -0.076 0.894 0.397
C 0.272 0.375 -0.818
C 2.443 0.130 -0.140
C 1.523 -0.020 -1.100
C 0.914 1.144 1.359
C -2.701 -2.708 -1.619
H -2.384 -2.984 -0.573
H -3.388 -3.456 -1.864
H -0.215 2.414 2.822
H 1.464 1.793 3.358
H 2.966 1.103 1.728
H -4.470 -1.578 -1.555
H -1.029 1.312 0.547
H -3.364 -0.671 -2.503
H -0.476 0.301 -1.622
H 0.126 0.784 3.328
H 3.626 -0.309 -0.194
H -3.042 -0.726 -0.861
H -1.697 -2.761 -2.188
H 1.851 -0.477 -1.964

Mulliken atomic charges, in units of e: number 1, C, carries -0.623; number 2, C, carries -1.322; number 3, C, carries -0.762; number 4, C, carries -0.541; number 5, C, carries -0.047; number 6, C, carries -0.195; number 7, C, carries -0.798; number 8, C, carries 0.783; number 9, C, carries -0.798; number 10, H, carries 0.231; number 11, H, carries 0.343; number 12, H, carries 0.334; number 13, H, carries 0.325; number 14, H, carries 0.407; number 15, H, carries 0.324; number 16, H, carries 0.390; number 17, H, carries 0.288; number 18, H, carries 0.364; number 19, H, carries 0.311; number 20, H, carries 0.134; number 21, H, carries 0.153; number 22, H, carries 0.228; number 23, H, carries 0.471

Quick ranking, most stable first: one, four, three, two.

one:
Computed, not measured: a cluster of 2 separate species, C9H14 in total, with ωB97M-V with the def2-TZVPD basis set.

Properties
- highest occupied orbital energy (eV) = -9.051
- frontier orbital gap (eV) = 10.06
- lowest unoccupied orbital energy (eV) = 1.01
- 2S+1 = 1
- SMILES = Cc1ccccc1.CC

Cartesian coordinates (Å):
C 0.394 -0.567 2.039
C -2.472 -2.446 -2.694
C 0.810 1.565 0.266
C 1.679 -0.112 1.794
C 1.873 0.960 0.920
C -1.224 -2.475 -1.806
C -0.680 0.018 1.375
C -0.463 1.032 0.459
C 1.013 2.765 -0.626
H 0.505 2.662 -1.582
H -1.472 -2.532 -0.749
H -1.279 1.411 -0.141
H -0.583 -3.348 -1.997
H 2.071 2.971 -0.767
H -2.289 -1.996 -3.662
H 0.637 3.651 -0.120
H -1.700 -0.280 1.573
H 2.551 -0.566 2.244
H 2.882 1.305 0.751
H -3.277 -1.937 -2.170
H 0.207 -1.392 2.709
H -2.861 -3.465 -2.813
H -0.561 -1.627 -1.964

Mulliken atomic charges, in units of e: number 1, C, carries -0.435; number 2, C, carries -0.839; number 3, C, carries 0.696; number 4, C, carries -0.527; number 5, C, carries -0.336; number 6, C, carries -0.751; number 7, C, carries -0.552; number 8, C, carries -0.286; number 9, C, carries -1.356; number 10, H, carries 0.332; number 11, H, carries 0.224; number 12, H, carries 0.366; number 13, H, carries 0.321; number 14, H, carries 0.353; number 15, H, carries 0.286; number 16, H, carries 0.298; number 17, H, carries 0.400; number 18, H, carries 0.374; number 19, H, carries 0.292; number 20, H, carries 0.261; number 21, H, carries 0.380; number 22, H, carries 0.265; number 23, H, carries 0.234

two:
Computed, not measured: a cluster of 2 separate species, C9H14 in total, with ωB97M-V with the def2-TZVPD basis set.

Properties
- highest occupied orbital energy (eV) = -9.030
- frontier orbital gap (eV) = 10.06
- lowest unoccupied orbital energy (eV) = 1.03
- 2S+1 = 1
- SMILES = Cc1ccccc1.CC

Cartesian coordinates (Å):
C -1.746 -2.289 0.075
C -0.017 1.424 0.034
C -1.029 2.031 -0.904
C 0.769 0.373 -0.483
C 2.001 0.070 0.103
C 2.380 0.697 1.290
C 0.270 1.924 1.285
C 1.491 1.544 1.912
C -0.797 -2.571 -1.073
H -0.574 2.791 -1.534
H -1.481 -2.990 0.880
H -1.500 -1.280 0.427
H -2.797 -2.304 -0.198
H 3.416 0.665 1.616
H 0.259 -2.395 -0.885
H -1.046 -2.070 -2.017
H -1.597 1.277 -1.436
H 2.401 -0.826 -0.350
H -1.725 2.644 -0.304
H 0.517 -0.030 -1.451
H 1.776 2.150 2.762
H -0.687 -3.631 -1.376
H -0.284 2.794 1.625

Mulliken atomic charges, in units of e: number 1, C, carries -0.594; number 2, C, carries 0.724; number 3, C, carries -1.347; number 4, C, carries -0.342; number 5, C, carries -0.512; number 6, C, carries -0.420; number 7, C, carries -0.556; number 8, C, carries -0.405; number 9, C, carries -0.796; number 10, H, carries 0.332; number 11, H, carries 0.275; number 12, H, carries 0.088; number 13, H, carries 0.276; number 14, H, carries 0.353; number 15, H, carries 0.142; number 16, H, carries 0.265; number 17, H, carries 0.326; number 18, H, carries 0.321; number 19, H, carries 0.378; number 20, H, carries 0.490; number 21, H, carries 0.329; number 22, H, carries 0.359; number 23, H, carries 0.317

Quick ranking, most stable first: one, two.

one:
Computed, not measured: a cluster of 2 separate species, C9H14 in total, with ωB97M-V with the def2-TZVPD basis set.

Properties
- highest occupied orbital energy (eV) = -9.108
- frontier orbital gap (eV) = 10.15
- lowest unoccupied orbital energy (eV) = 1.05
- 2S+1 = 1
- SMILES = Cc1ccccc1.CC

Cartesian coordinates (Å):
C -0.886 -0.330 -1.444
C 0.359 -1.837 0.495
C 0.487 -0.545 -1.504
C -1.027 -1.713 0.465
C -0.126 2.298 0.568
C -1.478 2.031 1.252
C 2.630 -1.405 -0.450
C 1.139 -1.253 -0.507
C -1.683 -0.972 -0.516
H -1.536 2.622 2.163
H -1.603 -2.316 1.157
H 3.089 -1.111 0.479
H -1.598 0.969 1.439
H 3.143 -0.786 -1.198
H -2.742 -0.836 -0.413
H 0.661 1.943 1.239
H 0.786 -2.210 1.419
H -1.281 0.315 -2.221
H 2.891 -2.413 -0.768
H -0.020 1.928 -0.440
H 1.055 -0.100 -2.309
H -2.275 2.337 0.573
H 0.016 3.383 0.522

Mulliken atomic charges, in units of e: number 1, C, carries -0.194; number 2, C, carries -0.545; number 3, C, carries -0.597; number 4, C, carries -0.269; number 5, C, carries -0.770; number 6, C, carries -0.778; number 7, C, carries -1.525; number 8, C, carries 1.023; number 9, C, carries -0.783; number 10, H, carries 0.356; number 11, H, carries 0.349; number 12, H, carries 0.342; number 13, H, carries 0.174; number 14, H, carries 0.369; number 15, H, carries 0.445; number 16, H, carries 0.218; number 17, H, carries 0.340; number 18, H, carries 0.374; number 19, H, carries 0.337; number 20, H, carries 0.222; number 21, H, carries 0.315; number 22, H, carries 0.236; number 23, H, carries 0.362

two:
Computed, not measured: a cluster of 2 separate species, C9H14 in total, with ωB97M-V with the def2-TZVPD basis set.

Properties
- highest occupied orbital energy (eV) = -8.893
- frontier orbital gap (eV) = 9.87
- lowest unoccupied orbital energy (eV) = 0.98
- 2S+1 = 1
- SMILES = Cc1ccccc1.CC

Cartesian coordinates (Å):
C -1.208 0.621 0.200
C -0.050 -1.416 -0.498
C 1.950 -0.961 1.655
C -0.031 0.590 -1.929
C 0.956 -1.340 2.723
C -0.960 2.725 -1.021
C 0.432 -0.679 -1.601
C -1.001 -0.747 0.303
C -0.842 1.222 -1.011
H -0.448 3.073 -0.124
H 0.626 -0.493 3.323
H -2.023 3.057 -0.983
H -1.550 -1.291 1.068
H 1.052 -1.211 -2.351
H 2.146 -1.771 0.952
H 2.967 -0.812 2.080
H -1.821 1.201 0.869
H 1.651 -0.100 1.047
H -0.607 3.228 -1.912
H 0.518 -2.314 -0.277
H 0.008 -1.634 2.280
H 1.337 -2.153 3.330
H 0.298 1.194 -2.772

Mulliken atomic charges, in units of e: number 1, C, carries -0.744; number 2, C, carries -0.844; number 3, C, carries -0.763; number 4, C, carries -0.748; number 5, C, carries -0.646; number 6, C, carries -1.432; number 7, C, carries -0.085; number 8, C, carries -0.519; number 9, C, carries 1.060; number 10, H, carries 0.314; number 11, H, carries 0.258; number 12, H, carries 0.312; number 13, H, carries 0.525; number 14, H, carries 0.324; number 15, H, carries 0.225; number 16, H, carries 0.357; number 17, H, carries 0.462; number 18, H, carries 0.179; number 19, H, carries 0.393; number 20, H, carries 0.593; number 21, H, carries 0.094; number 22, H, carries 0.341; number 23, H, carries 0.345

three:
Computed, not measured: a cluster of 2 separate species, C9H14 in total, with ωB97M-V with the def2-TZVPD basis set.

Properties
- highest occupied orbital energy (eV) = -8.995
- frontier orbital gap (eV) = 10.01
- lowest unoccupied orbital energy (eV) = 1.01
- 2S+1 = 1
- SMILES = Cc1ccccc1.CC

Cartesian coordinates (Å):
C -0.935 -0.839 -3.746
C 0.965 0.308 0.574
C -0.923 0.095 -2.557
C 0.216 0.058 2.831
C 0.985 1.675 0.751
C 0.181 1.443 2.977
C 0.480 2.271 1.909
C 0.199 -1.968 1.337
C 0.511 -0.521 1.607
H 0.080 0.517 -2.443
H -1.660 0.897 -2.586
H -0.108 -1.554 -3.660
H 1.333 2.364 -0.008
H -1.079 -0.385 -1.587
H -0.025 1.834 3.964
H 0.319 3.338 1.883
H -1.817 -1.476 -3.757
H -0.002 -0.568 3.686
H 0.255 -2.594 2.210
H -0.740 -2.050 0.813
H 1.463 -0.148 -0.247
H -0.684 -0.295 -4.654
H 0.986 -2.401 0.703

Mulliken atomic charges, in units of e: number 1, C, carries -0.924; number 2, C, carries -0.368; number 3, C, carries -0.592; number 4, C, carries -0.464; number 5, C, carries -0.506; number 6, C, carries -0.392; number 7, C, carries -0.493; number 8, C, carries -1.349; number 9, C, carries 0.609; number 10, H, carries 0.193; number 11, H, carries 0.339; number 12, H, carries 0.273; number 13, H, carries 0.344; number 14, H, carries 0.135; number 15, H, carries 0.358; number 16, H, carries 0.383; number 17, H, carries 0.300; number 18, H, carries 0.337; number 19, H, carries 0.414; number 20, H, carries 0.258; number 21, H, carries 0.515; number 22, H, carries 0.289; number 23, H, carries 0.342

Quick ranking, most stable first: one, three, two.